Formula: C2H2BrF3O
Source: the Open Molecules 2025 dataset
Level of theory: the ωB97M-V functional and the def2-TZVPD basis

Properties
ΔE to the lowest compared entry with this formula, charge and spin	110.69	kJ/mol
charge	0
HOMO energy (alpha / beta)	-0.3637 / -0.3637	Ha
LUMO (alpha / beta)	-1.0 / -1.0	eV
DFT total energy	-3026.219590	a.u.

```
9
Properties=species:S:1:pos:R:3:forces:R:3:nbo_charge:R:1
C 0.352011 -0.506078 -0.068885 2.08 0.12 -2.53 0.23
C 0.820152 -1.985151 -0.019801 0.34 -0.24 -0.01 0.92
O -0.225807 0.043057 0.946293 -1.12 2.61 0.81 -0.62
F 1.219369 -2.422671 -1.242491 0.77 1.18 0.76 -0.31
F 1.770126 -2.161305 0.927401 -1.10 -0.47 -1.00 -0.30
F -0.205712 -2.801668 0.203717 -0.73 0.04 1.19 -0.31
Br 2.658151 0.384799 -0.080510 -2.09 -0.32 -0.46 -0.33
H -0.129398 -0.270748 -1.052642 1.09 -0.08 0.56 0.21
H -0.511322 1.017881 0.708759 0.76 -2.83 0.67 0.52
```
Forces are in eV/Å.